{
  "formula": "C51H49AuBrN3O4P",
  "method": "wB97M-V/def2-TZVPD",
  "elements": ["Au", "Br", "P", "O", "O", "O", "O", "N", "N", "N", "C", "C", "C", "C", "C", "C", "C", "C", "C", "C", "C", "C", "C", "C", "C", "C", "C", "C", "C", "C", "C", "C", "C", "C", "C", "C", "C", "C", "C", "C", "C", "C", "C", "C", "C", "C", "C", "C", "C", "C", "C", "C", "C", "C", "C", "C", "C", "C", "C", "C", "C", "H", "H", "H", "H", "H", "H", "H", "H", "H", "H", "H", "H", "H", "H", "H", "H", "H", "H", "H", "H", "H", "H", "H", "H", "H", "H", "H", "H", "H", "H", "H", "H", "H", "H", "H", "H", "H", "H", "H", "H", "H", "H", "H", "H", "H", "H", "H", "H", "H"],
  "coordinates": [[-0.694219, 0.037605, 0.209214], [-7.962031, 0.866008, 1.877371], [1.029070, -1.751249, -0.056233], [-2.824869, 1.373337, 0.872364], [1.804640, -0.444563, -0.811439], [-2.590098, -1.144278, 0.030711], [3.786954, 0.527864, -1.189787], [-3.910157, -3.354256, -0.990887], [-5.410462, -3.923503, 0.573266], [0.293985, 1.785544, 0.089289], [-6.288102, 0.227440, 1.291339], [-0.189847, -2.666602, 3.764447], [3.341143, 3.233345, 1.723939], [-4.788249, -2.939756, -0.004115], [-4.971618, -5.068538, -0.080061], [0.433942, -4.075566, -1.459425], [2.961395, -3.577696, 1.088687], [0.681629, 4.757664, -3.006191], [-3.463864, -5.680321, -1.906850], [-0.112003, 2.683013, -4.158681], [0.245893, -2.021573, -2.706128], [1.327011, 2.502555, -2.124713], [1.045741, 3.319055, -3.389830], [2.592784, 1.296993, 2.942161], [-5.317410, -6.401832, 0.134690], [3.684028, -1.548426, 0.028641], [-6.170434, -1.074756, 0.851405], [-0.347074, 3.970015, -0.859510], [5.313701, -3.040578, 0.892747], [0.501192, -2.162476, 2.674314], [-1.354738, 2.679483, -3.269571], [-0.169712, -4.129166, -3.784874], [-0.587033, 4.762096, -2.147751], [-0.099063, -2.744557, -3.838400], [-4.935090, -1.530430, 0.393398], [-4.050734, -4.731494, -1.078268], [-3.960481, 0.626619, 0.890082], [-3.824174, -6.995449, -1.686884], [0.105746, 2.525980, -1.187253], [4.293764, -3.898809, 1.302564], [-1.063465, 1.902998, -1.978788], [3.175307, -0.369770, -0.706360], [-4.733637, -7.352002, -0.677343], [2.745199, 0.324603, 4.081077], [0.106712, -4.794209, -2.596856], [-1.672450, -3.852827, 2.291547], [4.290484, 4.384677, 1.537336], [3.491214, 2.347728, 2.782104], [0.500293, -2.682692, -1.508286], [2.664583, -2.388193, 0.435474], [5.018181, -1.849039, 0.249381], [-1.734718, 4.119455, -2.924701], [-3.843338, -0.675946, 0.420665], [1.386309, 2.005224, 0.936090], [-5.196911, 1.089244, 1.311842], [2.302700, 3.060409, 0.815644], [-0.988776, -3.339145, 1.198982], [0.093430, -2.473211, 1.376251], [1.565336, 1.144623, 2.027245], [-1.283605, -3.500741, 3.576528], [-2.739362, 2.513875, 1.730182], [-3.357810, 3.328964, 1.351464], [-6.025294, -6.667501, 0.907719], [-1.262074, -3.680843, 0.205556], [-2.768533, -5.405795, -2.690780], [3.279179, 0.779245, 4.914325], [4.773970, 4.336439, 0.560315], [1.370493, -1.537646, 2.837651], [-3.557854, -2.764196, -1.728107], [-2.499534, -4.535455, 2.134356], [1.774197, -0.011144, 4.450372], [2.229934, 3.774720, 0.017293], [4.302920, 2.478545, 3.487715], [6.344208, -3.309249, 1.081979], [0.078681, -5.875549, -2.556140], [-1.275590, 3.908863, -0.282964], [1.944563, 3.319212, -4.010829], [4.545770, -4.825561, 1.800882], [5.789562, -1.167962, -0.083457], [-0.314613, 3.239435, -5.077951], [-7.011578, -1.752096, 0.853554], [-2.186017, 2.192837, -3.786939], [-0.850962, 5.789273, -1.882822], [0.852756, 0.341116, 2.178454], [-5.313597, 2.103359, 1.663177], [3.315276, -0.556342, 3.772542], [-1.816628, -3.896967, 4.430386], [0.661014, -4.608278, -0.544526], [-0.424401, -4.692712, -4.672959], [-1.693955, 2.812099, 1.707694], [-3.400751, -7.771443, -2.310848], [0.518422, 5.356044, -3.906709], [-2.651898, 4.137901, -2.327510], [-4.984123, -8.395610, -0.543385], [2.221973, 2.881710, -1.641213], [-3.044427, 2.246241, 2.742754], [-1.965823, 1.895161, -1.355959], [-0.811435, 0.864156, -2.235804], [5.067981, 4.382879, 2.299433], [2.180436, -4.240529, 1.440012], [0.338034, -0.942808, -2.760708], [-2.530077, -2.077755, 0.289127], [0.133934, -2.414111, 4.765643], [0.375592, 4.487815, -0.236066], [1.509683, 5.219991, -2.459246], [-1.933308, 4.680393, -3.841874], [1.545731, 1.462996, -2.383521], [3.762939, 5.338316, 1.595282], [0.152209, 1.660468, -4.448937], [-0.295217, -2.223631, -4.766019]],
  "forces_ev_per_angstrom": [[-0.2214, 0.2498, -0.0093], [0.0054, -0.0030, 0.0079], [0.6041, -0.1908, -0.3263], [0.0002, -0.1032, 0.0745], [-0.1673, -0.1163, 0.0781], [0.0801, -0.0333, 0.0842], [0.0014, -0.0457, -0.0172], [-0.0896, -0.0491, -0.0743], [0.0629, 0.0216, -0.0137], [-0.1139, 0.0315, 0.0225], [0.0705, 0.0177, -0.0042], [0.0127, -0.0136, -0.0093], [-0.0028, -0.0632, 0.0757], [-0.0285, -0.0641, 0.0440], [0.0258, 0.0458, 0.0021], [0.1135, -0.0443, -0.0660], [0.0098, 0.0394, 0.0782], [0.0136, -0.0041, -0.0030], [0.0487, -0.0057, -0.0509], [0.0029, 0.0029, -0.0216], [-0.0384, 0.1346, -0.0067], [-0.0543, -0.0024, -0.0154], [-0.0159, 0.0006, 0.0066], [0.0425, 0.0261, -0.0298], [0.0044, -0.0005, 0.0073], [-0.0341, -0.0037, -0.0843], [0.0176, 0.0158, -0.0652], [0.0357, -0.0762, -0.0847], [-0.0107, 0.0001, 0.0217], [0.0447, 0.0338, -0.0071], [-0.0054, -0.0325, 0.0127], [0.0102, 0.0213, 0.0034], [-0.0075, 0.0247, 0.0119], [-0.0158, -0.0059, -0.0092], [-0.0336, 0.0145, 0.1086], [-0.0362, 0.0074, 0.0322], [-0.0690, 0.1660, -0.1010], [-0.0086, -0.0193, 0.0035], [-0.0029, -0.0351, 0.0715], [0.0403, 0.0098, 0.0064], [0.0014, 0.0313, 0.0294], [0.2599, -0.0010, 0.0854], [0.0160, -0.0073, -0.0150], [0.0087, 0.0148, 0.0551], [0.0048, -0.0300, -0.0220], [-0.0262, -0.0058, 0.0235], [0.0382, 0.0168, 0.0093], [-0.0185, -0.0032, -0.0540], [-0.0547, -0.0043, 0.0663], [-0.0730, -0.0979, 0.1042], [-0.0538, 0.0315, 0.0026], [-0.0128, 0.0121, -0.0172], [-0.1433, -0.1186, 0.0530], [0.0070, 0.0709, -0.1945], [-0.0017, -0.0494, 0.0328], [-0.1008, -0.1237, 0.0597], [-0.0181, -0.0801, -0.1679], [-0.1762, 0.1790, 0.0096], [0.0860, -0.0030, 0.1545], [-0.0171, -0.0216, 0.0341], [-0.0357, 0.0784, -0.0018], [-0.0173, -0.0184, 0.0090], [-0.0051, -0.0031, -0.0019], [-0.1202, 0.1229, 0.0476], [-0.0275, -0.0061, 0.0349], [0.0027, -0.0067, 0.0031], [-0.0045, -0.0056, -0.0016], [-0.0590, -0.0723, -0.0132], [0.0282, 0.0217, 0.0386], [0.0131, 0.0132, -0.0063], [0.0181, 0.0182, 0.0143], [-0.0534, 0.0826, -0.0607], [0.0037, 0.0055, 0.0092], [0.0001, -0.0059, -0.0084], [-0.0173, 0.0182, -0.0007], [0.0248, 0.0043, -0.0155], [-0.0015, 0.0147, -0.0058], [0.0024, 0.0049, 0.0024], [0.0079, 0.0007, 0.0068], [0.0074, -0.0050, -0.0052], [-0.0085, 0.0025, 0.0062], [0.0033, -0.0075, -0.0069], [0.0096, -0.0007, -0.0128], [-0.0382, 0.0960, 0.0132], [-0.0048, 0.0107, 0.0066], [0.0167, -0.0152, 0.0021], [-0.0084, 0.0128, -0.0008], [0.0250, 0.0088, -0.0172], [0.0033, 0.0006, -0.0039], [-0.0099, -0.0233, 0.0383], [-0.0036, -0.0027, 0.0030], [0.0114, -0.0015, -0.0050], [-0.0005, 0.0014, 0.0053], [0.0001, 0.0004, -0.0020], [0.0180, -0.0341, -0.0201], [0.0062, 0.0208, 0.0014], [0.0538, -0.0243, -0.0164], [-0.0242, 0.0480, -0.0132], [0.0016, 0.0059, -0.0002], [-0.0095, 0.0008, -0.0127], [-0.0194, -0.0636, 0.0142], [0.1227, -0.1079, -0.0621], [0.0103, 0.0024, 0.0012], [0.1115, 0.0120, 0.0664], [-0.0085, -0.0031, 0.0040], [-0.0100, 0.0003, -0.0012], [-0.0319, 0.0474, -0.0256], [-0.0009, -0.0031, 0.0002], [-0.0004, -0.0057, -0.0051], [0.0016, -0.0031, -0.0043]],
  "energy_ha": -5488.9479,
  "e_above_lowest_kcal_mol": 12.0,
  "charge": 1
}